{"formula": "C2H5N4", "method": "ωB97M-V/def2-TZVPD", "charge": 1, "lumo_ev": -4.819, "homo_ev": -15.668, "orbital_gap_ev": 10.849, "e_above_lowest_ev": 3.774, "symbols": ["C", "C", "N", "N", "N", "N", "H", "H", "H", "H", "H"], "coordinates": [[-2.219, -1.113, 0.071], [1.444, -0.835, 0.595], [-3.335, -1.308, -0.202], [0.314, 0.388, -0.420], [1.242, 0.539, 0.520], [0.500, -0.832, -0.519], [1.441, 1.269, 1.202], [2.468, -1.291, 0.490], [0.824, -1.247, 1.376], [-4.248, -1.585, -0.561], [-0.056, -1.619, -0.939]]}

---

{"formula": "C12H20Br8Cl12", "method": "ωB97M-V/def2-TZVPD", "smiles": "ClC(Cl)Cl.ClC(Cl)Cl.ClC(Cl)Cl.ClC(Cl)Cl.BrCCBr.BrCCBr.BrCCBr.BrCCBr", "lumo_ev": 0.009, "homo_ev": -10.223, "orbital_gap_ev": 10.232, "e_above_lowest_ev": 0.492, "symbols": ["C", "Cl", "Cl", "Cl", "H", "C", "Cl", "Cl", "Cl", "H", "C", "Cl", "Cl", "Cl", "H", "C", "Cl", "Cl", "Cl", "H", "Br", "C", "C", "Br", "H", "H", "H", "H", "Br", "C", "C", "Br", "H", "H", "H", "H", "Br", "C", "C", "Br", "H", "H", "H", "H", "Br", "C", "C", "Br", "H", "H", "H", "H"], "coordinates": [[-4.554, -4.478, 2.921], [-4.312, -4.250, 4.654], [-3.593, -3.385, 1.937], [-6.290, -4.333, 2.582], [-4.294, -5.507, 2.712], [-5.658, 0.625, 1.145], [-4.056, 0.335, 0.430], [-5.774, 2.259, 1.906], [-6.059, -0.578, 2.336], [-6.383, 0.666, 0.345], [1.551, 0.339, 5.436], [3.187, 0.861, 5.697], [0.467, 1.742, 5.166], [0.998, -0.658, 6.809], [1.495, -0.228, 4.516], [0.432, 4.773, 1.474], [0.627, 5.508, -0.117], [-0.364, 5.946, 2.536], [2.048, 4.391, 2.140], [-0.151, 3.860, 1.470], [5.318, -1.811, -0.219], [4.606, -3.654, -0.185], [4.155, -3.985, -1.583], [3.468, -5.821, -1.719], [3.793, -3.663, 0.536], [5.383, -4.301, 0.213], [4.879, -3.803, -2.370], [3.311, -3.342, -1.830], [0.746, 1.069, 1.084], [0.315, -0.824, 1.145], [-1.177, -1.030, 1.494], [-1.524, -0.536, 3.344], [0.892, -1.236, 1.965], [0.490, -1.269, 0.172], [-1.493, -2.066, 1.407], [-1.757, -0.421, 0.805], [2.393, -0.738, -2.958], [2.381, 0.585, -4.353], [2.443, -0.010, -5.754], [1.856, 1.455, -6.971], [3.151, 1.335, -4.205], [1.415, 1.072, -4.299], [1.748, -0.832, -5.885], [3.445, -0.298, -6.053], [-2.354, 3.429, -0.479], [-1.278, 2.728, -1.976], [-1.008, 3.847, -2.967], [-0.565, 3.005, -4.684], [-1.840, 1.916, -2.422], [-0.357, 2.363, -1.530], [-0.241, 4.537, -2.639], [-1.911, 4.411, -3.181]]}

---

{"formula": "C3H8O2P2", "method": "ωB97M-V/def2-TZVPD", "smiles": "P=[PH2]C1OCCO1", "lumo_ev": 0.675, "homo_ev": -7.615, "orbital_gap_ev": 8.290, "e_above_lowest_ev": 1.422, "symbols": ["C", "C", "C", "O", "O", "P", "P", "H", "H", "H", "H", "H", "H", "H", "H"], "coordinates": [[1.415, 0.822, -0.966], [-0.154, 0.643, -1.542], [0.347, -0.917, 0.029], [1.642, -0.370, -0.272], [-0.550, -0.566, -1.050], [-0.615, -0.577, 1.757], [-2.048, 0.735, 2.434], [2.124, 1.011, -1.827], [1.562, 1.717, -0.332], [-0.842, 1.384, -1.219], [-0.180, 0.527, -2.685], [0.488, -2.051, 0.034], [0.460, -0.746, 2.583], [-1.054, -1.990, 1.831], [-2.596, 0.378, 1.227]]}

---

{"formula": "C6H6O", "method": "ωB97M-V/def2-TZVPD", "lumo_ev": 0.690, "homo_ev": -8.825, "orbital_gap_ev": 9.516, "e_above_lowest_ev": 5.196, "symbols": ["C", "C", "C", "C", "C", "O", "C", "H", "H", "H", "H", "H", "H"], "coordinates": [[2.128, 1.434, -0.444], [1.183, 0.751, -0.136], [0.040, -0.093, 0.206], [-1.210, 0.715, 0.615], [0.340, -1.208, 1.270], [0.046, -2.166, 0.400], [-0.214, -1.300, -0.733], [2.974, 2.038, -0.699], [-2.124, 0.129, 0.445], [-1.285, 1.643, 0.037], [-1.165, 0.977, 1.680], [0.517, -1.483, -1.523], [-1.231, -1.437, -1.118]]}

---

{"formula": "C24H68BO32", "method": "ωB97M-V/def2-TZVPD", "charge": -1, "lumo_ev": 1.987, "homo_ev": -7.780, "orbital_gap_ev": 9.767, "e_above_lowest_ev": 0.051, "symbols": ["O", "C", "O", "B", "O", "C", "O", "O", "C", "O", "C", "O", "O", "O", "H", "H", "O", "H", "H", "O", "H", "H", "O", "H", "H", "C", "C", "O", "O", "H", "H", "H", "H", "H", "H", "C", "C", "O", "O", "H", "H", "H", "H", "H", "H", "C", "C", "O", "O", "H", "H", "H", "H", "H", "H", "C", "C", "O", "O", "H", "H", "H", "H", "H", "H", "C", "C", "O", "O", "H", "H", "H", "H", "H", "H", "C", "C", "O", "O", "H", "H", "H", "H", "H", "H", "C", "C", "O", "O", "H", "H", "H", "H", "H", "H", "C", "C", "O", "O", "H", "H", "H", "H", "H", "H", "C", "C", "O", "O", "H", "H", "H", "H", "H", "H", "C", "C", "O", "O", "H", "H", "H", "H", "H", "H"], "coordinates": [[25.562, 6.404, -18.860], [25.652, 7.563, -18.561], [24.886, 8.194, -17.679], [25.279, 9.622, -17.655], [26.514, 9.683, -18.481], [26.724, 8.540, -19.068], [27.593, 8.247, -19.848], [25.522, 10.187, -16.300], [24.831, 11.289, -16.159], [24.869, 12.026, -15.202], [23.990, 11.493, -17.436], [24.231, 10.490, -18.241], [23.291, 12.445, -17.655], [30.025, 8.712, -18.303], [29.352, 8.951, -18.954], [30.365, 9.551, -17.980], [20.776, 14.382, -17.664], [21.431, 14.537, -18.350], [20.489, 13.474, -17.802], [27.569, 4.621, -19.890], [27.982, 5.123, -20.607], [26.791, 5.139, -19.647], [27.142, 4.974, -16.639], [27.030, 5.341, -17.522], [26.958, 4.037, -16.746], [26.320, 10.228, -23.576], [26.119, 9.425, -24.827], [24.816, 8.893, -24.984], [26.309, 9.366, -22.419], [25.481, 10.925, -23.481], [27.273, 10.759, -23.542], [26.856, 8.613, -24.806], [26.375, 10.027, -25.699], [24.767, 8.052, -24.521], [26.380, 9.943, -21.650], [21.389, 12.079, -14.618], [21.119, 10.741, -15.274], [19.769, 10.630, -15.689], [21.035, 12.151, -13.224], [20.830, 12.889, -15.097], [22.447, 12.320, -14.767], [21.459, 9.971, -14.575], [21.773, 10.741, -16.144], [19.211, 10.701, -14.909], [21.163, 13.095, -13.033], [21.622, 9.399, -21.200], [22.861, 9.351, -22.077], [23.824, 8.508, -21.453], [21.988, 9.909, -19.937], [21.302, 8.354, -21.101], [20.842, 10.030, -21.618], [23.224, 10.382, -22.169], [22.659, 8.978, -23.085], [24.676, 8.654, -21.899], [22.796, 9.469, -19.649], [24.111, 3.161, -19.248], [23.077, 3.636, -18.230], [21.927, 2.781, -18.282], [24.503, 1.823, -18.944], [24.956, 3.841, -19.169], [23.736, 3.165, -20.275], [22.773, 4.654, -18.494], [23.589, 3.694, -17.266], [21.276, 3.251, -17.751], [23.672, 1.336, -18.987], [29.494, 8.019, -22.452], [28.471, 6.913, -22.719], [28.880, 5.656, -22.183], [30.662, 7.833, -23.250], [29.772, 8.063, -21.399], [29.101, 8.972, -22.806], [28.394, 6.804, -23.808], [27.462, 7.119, -22.372], [29.701, 5.312, -22.538], [30.919, 6.911, -23.310], [24.843, 9.790, -12.244], [23.535, 10.391, -11.766], [22.851, 9.523, -10.879], [24.584, 8.495, -12.817], [25.581, 9.613, -11.454], [25.341, 10.275, -13.079], [22.997, 10.524, -12.708], [23.719, 11.397, -11.377], [21.927, 9.608, -11.129], [24.231, 7.937, -12.116], [27.849, 13.429, -14.931], [27.982, 12.563, -13.667], [26.742, 12.301, -13.069], [26.976, 14.550, -14.825], [27.498, 12.843, -15.782], [28.819, 13.806, -15.276], [28.681, 13.063, -12.992], [28.414, 11.621, -14.019], [26.022, 12.632, -13.621], [27.229, 15.079, -14.061], [21.980, 7.194, -16.363], [21.663, 7.428, -17.792], [20.650, 6.572, -18.289], [20.758, 7.401, -15.635], [22.690, 7.907, -15.939], [22.301, 6.162, -16.183], [22.563, 7.360, -18.406], [21.350, 8.476, -17.849], [19.821, 7.053, -18.301], [20.966, 7.462, -14.700], [22.391, 15.317, -13.718], [23.874, 14.912, -13.572], [24.444, 15.349, -12.362], [21.677, 14.789, -12.565], [21.921, 14.884, -14.600], [22.326, 16.407, -13.773], [24.398, 15.305, -14.441], [23.847, 13.819, -13.594], [23.766, 15.492, -11.696], [20.824, 15.230, -12.495], [26.221, 13.986, -18.104], [25.362, 14.639, -19.166], [24.768, 15.845, -18.738], [27.305, 14.854, -17.755], [26.658, 13.043, -18.442], [25.579, 13.846, -17.230], [24.583, 13.957, -19.507], [25.990, 14.804, -20.052], [25.466, 16.497, -18.626], [27.204, 15.062, -16.820]]}

---

{"formula": "C24H25ClIrN5O8PS", "method": "ωB97M-V/def2-TZVPD", "s2": 6.02, "spin_multiplicity": 5, "charge": 1, "lumo_ev": [-2.576, -5.344], "homo_ev": [-10.276, -11.570], "orbital_gap_ev": [7.700, 6.226], "e_above_lowest_ev": 0.287, "symbols": ["Ir", "O", "C", "O", "C", "C", "Cl", "N", "N", "C", "C", "O", "O", "C", "C", "C", "C", "C", "C", "H", "H", "H", "H", "H", "H", "O", "N", "C", "C", "C", "C", "C", "S", "H", "H", "H", "H", "C", "O", "P", "O", "C", "O", "C", "H", "H", "H", "H", "H", "H", "H", "H", "H", "N", "C", "C", "C", "C", "C", "N", "H", "H", "H", "H", "H", "H"], "coordinates": [[-0.866, -0.887, -0.697], [-3.344, 4.715, -1.576], [-2.110, 4.995, -1.195], [-1.714, 6.123, -1.074], [-1.182, 3.850, -0.932], [0.115, 4.022, -0.481], [0.999, 5.414, -0.116], [0.683, 2.802, -0.358], [-0.183, 1.827, -0.695], [-1.306, 2.449, -1.038], [-2.500, 1.636, -1.391], [-3.574, 2.152, -1.639], [-2.333, 0.345, -1.417], [2.015, 2.551, 0.103], [3.058, 2.513, -0.804], [4.351, 2.348, -0.332], [4.585, 2.241, 1.032], [3.528, 2.288, 1.931], [2.231, 2.445, 1.467], [-3.512, 3.742, -1.642], [2.864, 2.631, -1.861], [5.178, 2.325, -1.029], [5.597, 2.132, 1.397], [3.715, 2.220, 2.994], [1.393, 2.504, 2.149], [-2.818, -1.941, -0.446], [-2.949, -3.247, -0.254], [-4.196, -3.714, -0.027], [-4.410, -5.054, 0.139], [-3.323, -5.927, 0.064], [-2.067, -5.421, -0.166], [-1.874, -4.045, -0.320], [-0.332, -3.304, -0.565], [-4.956, -2.950, -0.007], [-5.413, -5.410, 0.316], [-3.469, -6.991, 0.186], [-1.199, -6.061, -0.231], [3.483, -0.716, 0.688], [2.298, -0.179, 0.066], [1.490, -0.828, -1.118], [1.884, 0.004, -2.409], [0.979, 0.505, -3.406], [2.253, -2.210, -1.286], [2.317, -2.896, -2.551], [4.357, -0.458, 0.094], [3.408, -1.797, 0.783], [3.543, -0.245, 1.664], [-0.051, 0.223, -3.181], [1.276, 0.083, -4.363], [1.060, 1.589, -3.428], [2.909, -2.314, -3.253], [1.312, -3.064, -2.939], [2.794, -3.850, -2.350], [-3.040, 0.496, 1.392], [-1.922, 0.224, 2.086], [-1.787, 0.680, 3.418], [-0.682, 0.339, 4.140], [0.309, -0.465, 3.554], [0.140, -0.838, 2.253], [-0.935, -0.488, 1.505], [-3.749, 1.076, 1.804], [-3.211, 0.106, 0.479], [-2.580, 1.277, 3.848], [-0.582, 0.675, 5.164], [1.180, -0.787, 4.102], [0.865, -1.460, 1.754]]}